78
Properties=species:S:1:pos:R:3:forces:R:3:mulliken_charge:R:1 method="wB97M-V/def2-TZVPD" gap_ha=0.3374 relative_energy_ev=0.0000 total_charge=0 smiles="COCCNCCOC.NC(N)=O.NC(N)=O.NC(N)=O.NC(N)=O.NC(N)=O.NC(N)=O.CO" multiplicity=1 energy_ha=-1910.28182
C 12.813 -17.106 6.517 -0.526 0.860 0.910 0.53
O 11.854 -17.259 5.778 -0.459 -0.542 -0.104 -0.81
N 14.076 -17.057 6.112 0.452 -0.371 -1.558 -0.28
N 12.672 -16.819 7.855 0.218 -0.524 0.690 -0.43
H 14.250 -17.031 5.089 0.037 0.015 0.773 0.17
H 14.743 -16.867 6.824 0.826 0.161 -0.259 0.16
H 11.796 -17.107 8.301 0.753 0.254 -0.234 0.26
H 13.553 -16.891 8.381 -1.240 0.012 0.054 0.17
C 13.044 -16.071 2.611 -2.284 -1.847 2.827 0.33
O 13.925 -16.745 3.136 1.701 -0.119 -0.123 -0.76
N 11.866 -15.948 3.342 0.295 2.071 -2.676 0.12
N 13.018 -15.670 1.337 -0.219 1.355 -0.591 -0.02
H 11.825 -16.422 4.209 0.000 -0.344 0.996 0.06
H 11.219 -15.173 3.139 0.413 -0.863 0.334 0.01
H 13.905 -15.374 0.967 0.295 -0.240 -0.330 0.21
H 12.257 -15.016 1.204 0.123 -0.009 -0.496 0.19
C 12.391 -13.000 -2.216 1.080 1.367 -0.662 0.49
O 12.190 -13.784 -1.296 0.280 -0.192 -0.905 -0.69
N 12.100 -11.649 -2.056 0.291 -1.259 -0.433 -0.32
N 13.109 -13.300 -3.424 -1.180 -1.121 1.533 -0.46
H 12.014 -11.048 -2.846 0.040 0.255 -0.215 0.20
H 11.752 -11.333 -1.169 -0.158 -0.119 0.112 0.21
H 13.146 -14.296 -3.690 -0.093 1.010 0.424 0.25
H 13.180 -12.655 -4.197 -0.232 0.084 0.355 0.19
C 8.754 -16.462 4.281 0.164 -0.591 0.634 0.52
O 9.147 -15.346 4.621 -0.567 -0.735 -0.774 -0.57
N 7.842 -16.696 3.224 0.304 0.112 0.511 -0.46
N 9.236 -17.609 4.919 -0.876 1.629 -0.896 -0.30
H 7.473 -17.621 3.113 0.222 -0.405 0.154 0.18
H 7.124 -16.030 2.971 0.595 0.425 0.455 0.26
H 8.856 -18.514 4.731 0.104 -0.146 -0.101 0.14
H 10.073 -17.486 5.481 -0.138 -0.171 -0.078 0.32
C 9.308 -12.995 8.142 -0.616 -0.065 1.075 0.59
O 8.896 -12.655 9.270 0.180 -0.257 -1.747 -0.71
N 10.622 -13.277 7.965 0.953 0.052 0.063 -0.35
N 8.532 -13.205 7.049 -1.104 0.426 0.566 -0.29
H 11.078 -13.471 7.069 -0.452 0.281 0.800 0.19
H 11.127 -12.946 8.776 0.469 -0.281 -0.479 0.22
H 7.564 -12.939 7.119 0.102 -0.039 0.111 0.20
H 8.873 -13.382 6.133 0.460 -0.269 -0.471 0.18
C 10.941 -12.282 1.867 -2.050 -2.209 -0.730 0.54
O 10.281 -11.843 2.757 -1.098 0.685 1.816 -0.63
N 10.646 -13.454 1.220 0.528 -0.815 -0.850 -0.20
N 11.977 -11.640 1.352 3.346 1.322 -0.912 -0.49
H 11.089 -13.659 0.306 -0.592 0.290 0.655 0.15
H 9.792 -13.924 1.461 -0.125 0.111 0.023 0.18
H 12.733 -12.215 1.005 -0.197 -0.290 -0.432 0.25
H 12.382 -11.081 2.074 0.069 0.927 0.261 0.28
C 15.418 -14.150 4.402 0.136 0.076 0.200 0.33
O 15.986 -12.955 4.924 0.461 0.357 -0.345 -0.58
H 15.120 -14.714 5.275 -0.182 -0.473 -0.056 0.04
H 14.531 -13.950 3.803 -0.087 0.173 -0.052 0.00
H 16.109 -14.731 3.788 0.040 0.004 0.129 -0.08
H 16.847 -12.785 4.519 -0.382 -0.096 0.069 0.32
C 19.535 -14.595 -1.263 0.959 1.672 -0.803 -0.81
O 19.131 -15.163 -0.095 0.113 -1.409 1.191 -0.34
C 17.823 -15.647 -0.206 -0.869 1.281 0.273 -0.30
C 17.422 -16.482 0.974 -0.518 -1.558 -0.207 -0.67
N 15.998 -16.867 0.882 0.938 -0.365 -1.502 0.35
C 15.818 -18.118 0.136 -0.859 -0.113 -0.318 -0.87
C 14.304 -18.455 -0.016 0.538 0.231 0.047 -0.04
O 14.197 -19.636 -0.807 -0.247 1.117 -0.019 -0.40
C 12.905 -20.142 -0.665 -0.460 -1.660 0.884 -0.72
H 19.689 -15.227 -2.147 -0.339 -0.379 0.264 0.29
H 20.456 -14.068 -1.078 0.750 -0.154 0.144 0.31
H 18.885 -13.767 -1.492 -0.789 0.307 -0.680 0.34
H 17.716 -16.172 -1.142 -0.181 -0.501 -0.371 0.36
H 17.135 -14.778 -0.244 0.071 -0.214 -0.143 0.18
H 17.513 -15.960 1.912 0.541 0.331 0.233 0.28
H 18.049 -17.404 0.959 -0.074 0.541 0.433 0.24
H 15.616 -16.988 1.786 -0.532 -0.029 1.198 -0.07
H 16.263 -19.027 0.575 0.017 0.296 0.541 0.29
H 16.374 -18.062 -0.807 -0.603 0.309 -0.255 0.33
H 13.625 -17.636 -0.375 0.917 -0.473 -0.139 0.25
H 13.908 -18.697 0.982 0.200 0.153 0.075 0.14
H 12.703 -20.328 0.412 -0.057 0.328 -0.239 0.31
H 12.946 -21.172 -1.061 -0.428 0.611 -0.427 0.31
H 12.049 -19.532 -1.039 0.836 -0.240 -0.197 0.26